--- w ---
Density functional theory data (ωB97M-V/def2-TZVPD) for one molecule with the formula C2H5NO2.

Geometry as XYZ:
```
10
Properties=species:S:1:pos:R:3
C 1.091 0.279 -0.982
N 0.341 0.244 0.276
C -0.828 -0.439 0.400
O -1.259 -0.113 1.680
O -1.411 -1.268 -0.250
H 0.305 0.255 -1.770
H 1.739 -0.580 -1.098
H 1.701 1.184 -1.018
H 0.450 0.968 0.965
H -2.127 -0.531 1.795
```

Output
Multiplicity: 1
SMILES string: CNC(=O)O
Frontier orbital gap in eV: 10.9135

Löwdin atomic charge list, values in e, 8 entries:
1. C -0.058
2. N 0.011
3. C -0.606
4. O 0.052
5. O 0.094
6. H 0.097
7. H 0.076
8. H 0.083

***

--- x ---
Density functional theory data (ωB97M-V/def2-TZVPD) for one molecule with the formula C2H5NO2.

Geometry as XYZ:
```
10
Properties=species:S:1:pos:R:3
C 0.075 0.378 -0.143
C -1.371 0.170 0.127
N 0.853 -0.707 -0.089
O 0.574 1.484 -0.208
O 2.163 -0.532 0.224
H -1.573 -0.819 -0.053
H -1.630 0.601 0.992
H -1.863 0.680 -0.637
H 0.579 -1.677 -0.060
H 2.192 0.422 -0.154
```

Output
Multiplicity: 1
SMILES string: CC(=O)NO
Frontier orbital gap in eV: 10.1814

Löwdin atomic charge list, values in e, 8 entries:
1. C -0.540
2. C 0.034
3. N -0.026
4. O 0.058
5. O -0.015
6. H 0.059
7. H 0.061
8. H 0.078

***

--- y ---
Density functional theory data (ωB97M-V/def2-TZVPD) for C2H5NO2 as an isolated structure.

Geometry as XYZ:
```
10
Properties=species:S:1:pos:R:3
C 1.032 -0.468 0.240
C -0.118 0.820 -0.647
O 0.993 1.478 -0.634
O -1.879 -0.336 0.125
N -0.826 0.537 0.441
H -2.370 -0.405 0.956
H -0.546 0.473 -1.603
H 1.735 -0.818 -0.507
H 1.515 0.060 1.054
H 0.466 -1.341 0.575
```

Output
Multiplicity: 1
Frontier orbital gap (alpha / beta) in eV: 8.2257 / 8.2263

Löwdin atomic charge list, values in e, 8 entries:
1. C 0.127
2. C -0.458
3. O -0.108
4. O -0.048
5. N 0.004
6. H 0.103
7. H 0.153
8. H 0.082

***

--- z ---
Density functional theory data (ωB97M-V/def2-TZVPD) for one molecule with the formula C2H5NO2.

Geometry as XYZ:
```
10
Properties=species:S:1:pos:R:3
C -1.238 0.592 0.193
N -0.372 -0.550 0.142
C 1.056 -0.595 0.267
O 1.442 -0.291 -0.945
O 1.979 -0.537 1.080
H -1.209 0.979 1.190
H -2.370 0.454 -0.051
H -0.983 1.265 -0.624
H -0.686 -1.285 -0.433
H 2.380 -0.032 -0.819
```

Output
Multiplicity: 1
SMILES string: CNC(=O)O
Frontier orbital gap in eV: 10.1972

Löwdin atomic charge list, values in e, 8 entries:
1. C -0.109
2. N -0.038
3. C -0.532
4. O 0.097
5. O 0.080
6. H 0.070
7. H 0.117
8. H 0.073

***

Most stable: w (next structure +1.927 eV)

***

--- w ---
Density functional theory data (ωB97M-V/def2-TZVPD) for one molecule with the formula C2H5NO2.

Geometry as XYZ:
```
10
Properties=species:S:1:pos:R:3
C -1.258 -0.571 -0.009
C 1.495 0.138 -0.017
H -2.158 -1.098 -0.523
H -1.989 -0.338 1.060
H -0.362 -1.189 0.289
H 0.498 1.946 0.439
H 2.448 0.541 0.535
N 0.533 0.994 -0.308
O -0.718 0.544 -0.868
O 1.511 -0.967 -0.598
```

Output
Multiplicity: 1
SMILES string: CONC=O
Frontier orbital gap in eV: 10.7302

Löwdin atomic charge list, values in e, 8 entries:
1. C -0.089
2. C -0.388
3. H 0.093
4. H 0.138
5. H 0.062
6. H 0.246
7. H 0.160
8. N -0.035

***

--- x ---
Density functional theory data (ωB97M-V/def2-TZVPD) for one molecule with the formula C2H5NO2.

Geometry as XYZ:
```
10
Properties=species:S:1:pos:R:3
C -1.379 -0.211 0.015
C -0.011 0.404 0.001
H -2.012 0.174 -0.806
H -1.842 0.055 0.980
H -1.349 -1.322 -0.085
H 1.025 -1.407 -0.244
H 2.097 1.060 0.019
N 1.026 -0.448 0.109
O 0.152 1.610 0.014
O 2.293 0.085 -0.004
```

Output
Multiplicity: 1
SMILES string: CC(=O)NO
Frontier orbital gap in eV: 10.3430

Löwdin atomic charge list, values in e, 8 entries:
1. C -0.005
2. C -0.562
3. H 0.093
4. H 0.094
5. H 0.084
6. H 0.160
7. H 0.109
8. N -0.007

***

Most stable: x (next structure +2.972 eV)

***

--- w ---
Density functional theory data (ωB97M-V/def2-TZVPD) for one molecule with the formula C5H4N2.

Geometry as XYZ:
```
11
Properties=species:S:1:pos:R:3
C -1.369 -1.788 -0.988
C -1.078 -0.521 -0.890
C -0.409 0.475 -0.423
C 0.247 1.525 0.029
N 1.227 1.308 0.989
N 1.434 0.020 1.281
C 0.815 -0.940 0.856
H -2.090 -2.345 -1.569
H 0.043 2.537 -0.291
H 1.880 1.995 1.333
H -0.679 -2.297 -0.305
```

Output
Multiplicity: 1
Frontier orbital gap in eV: 8.6224

Löwdin atomic charge list, values in e, 8 entries:
1. C 0.001
2. C -0.124
3. C -0.097
4. C -0.112
5. N -0.047
6. N -0.073
7. C 0.103
8. H 0.057

***

--- x ---
Density functional theory data (ωB97M-V/def2-TZVPD) for one molecule with the formula C5H4N2.

Geometry as XYZ:
```
11
Properties=species:S:1:pos:R:3
C -2.676 -0.049 0.998
C -1.540 -0.028 0.595
C -0.187 -0.029 0.137
C 0.330 0.578 -0.991
N 1.645 0.277 -1.014
N 2.036 -0.484 0.020
C 0.934 -0.673 0.724
H -3.685 -0.075 1.350
H -0.140 1.184 -1.751
H 2.329 0.558 -1.698
H 0.955 -1.260 1.632
```

Output
Multiplicity: 1
SMILES string: C#Cc1cn[nH]c1
Frontier orbital gap in eV: 9.8621

Löwdin atomic charge list, values in e, 8 entries:
1. C 0.112
2. C -0.107
3. C -0.253
4. C -0.049
5. N -0.035
6. N 0.031
7. C -0.115
8. H 0.025

***

Most stable: x (next structure +3.821 eV)

***

--- w ---
Density functional theory data (ωB97M-V/def2-TZVPD) for H3O6 as an isolated structure.

Geometry as XYZ:
```
9
Properties=species:S:1:pos:R:3
O 2.373 0.116 0.160
O -2.208 0.515 0.164
O -0.632 -1.234 -0.382
O 1.277 0.319 -0.471
O -1.010 0.791 0.608
O -0.035 -0.331 0.410
H 2.621 0.902 0.719
H -2.356 0.930 -0.718
H -0.029 -2.007 -0.489
```

Output
Multiplicity: 1
Total charge: +1
Frontier orbital gap (alpha / beta) in eV: 9.1299 / 9.1474

Löwdin atomic charge list, values in e, 8 entries:
1. O 0.129
2. O 0.113
3. O 0.122
4. O 0.076
5. O 0.052
6. O -0.048
7. H 0.189
8. H 0.176

***

--- x ---
Density functional theory data (ωB97M-V/def2-TZVPD) for a 2-piece molecular cluster, H3O6 overall.

Geometry as XYZ:
```
9
Properties=species:S:1:pos:R:3
O -0.568 -0.007 -1.908
O 1.258 0.791 1.076
O -1.643 0.112 0.338
O 0.468 -0.369 -1.250
O 0.949 -0.561 1.068
O 0.097 -0.869 0.176
H -1.089 -0.771 -2.262
H 1.992 0.920 1.713
H -1.463 0.754 1.048
```

Output
Multiplicity: 1
Total charge: +1
Frontier orbital gap (alpha / beta) in eV: 7.4842 / 7.4840

Löwdin atomic charge list, values in e, 8 entries:
1. O 0.128
2. O 0.130
3. O 0.139
4. O 0.066
5. O 0.042
6. O 0.045
7. H 0.191
8. H 0.175

***

--- y ---
Density functional theory data (ωB97M-V/def2-TZVPD) for H3O6 as an isolated structure.

Geometry as XYZ:
```
9
Properties=species:S:1:pos:R:3
O 2.048 0.280 0.082
O -1.737 0.777 -0.293
O 0.004 -1.132 -0.939
O 0.921 0.456 0.666
O -1.436 -0.180 0.610
O -0.272 -0.809 0.403
H 2.724 0.003 0.719
H -1.393 1.673 0.086
H -0.861 -1.066 -1.332
```

Output
Multiplicity: 1
Total charge: +1
Frontier orbital gap (alpha / beta) in eV: 8.8598 / 9.3578

Löwdin atomic charge list, values in e, 8 entries:
1. O 0.171
2. O 0.080
3. O 0.172
4. O 0.086
5. O 0.009
6. O -0.028
7. H 0.176
8. H 0.202

***

Most stable: w (next structure +0.175 eV)